Formula: C44H58KNO5S2Se
Source: OMol25
Level of theory: wB97M-V/def2-TZVPD

Cartesian coordinates (Å):
K (1.05, 0.82, 1.24)
C (0.97, -4.58, -4.99)
C (0.98, -3.16, -5.56)
C (2.14, -3.05, -6.55)
C (-0.35, -2.93, -6.30)
C (1.13, -2.11, -4.47)
C (1.26, -2.43, -3.13)
C (1.31, -1.45, -2.14)
Se (1.51, -2.10, -0.33)
C (-0.29, -2.68, -0.02)
C (-0.59, -4.02, -0.25)
C (-1.87, -4.51, -0.04)
C (-2.82, -3.59, 0.43)
C (-2.57, -2.25, 0.66)
C (-1.24, -1.73, 0.42)
O (-0.94, -0.50, 0.64)
C (-3.65, -1.30, 1.18)
C (-4.97, -2.02, 1.46)
C (-3.93, -0.20, 0.15)
C (-3.19, -0.66, 2.50)
C (-2.26, -5.97, -0.27)
C (-2.75, -6.58, 1.05)
C (-3.39, -6.04, -1.30)
C (-1.09, -6.81, -0.78)
C (1.25, -0.12, -2.53)
O (1.16, 0.88, -1.53)
C (1.24, 0.27, -3.87)
C (1.15, -0.76, -4.80)
C (1.36, 1.70, -4.44)
C (0.07, 2.05, -5.19)
C (2.55, 1.72, -5.42)
C (1.62, 2.82, -3.43)
H (0.84, -5.30, -5.81)
H (0.14, -4.73, -4.29)
H (1.90, -4.82, -4.48)
H (2.04, -3.80, -7.34)
H (3.10, -3.20, -6.05)
H (2.17, -2.06, -7.03)
H (-0.48, -3.68, -7.09)
H (-0.38, -1.95, -6.77)
H (-1.19, -3.00, -5.61)
H (1.29, -3.46, -2.80)
H (0.20, -4.67, -0.59)
H (-3.82, -3.96, 0.61)
H (-5.39, -2.47, 0.55)
H (-5.70, -1.30, 1.84)
H (-4.86, -2.81, 2.21)
H (-4.27, -0.65, -0.79)
H (-3.03, 0.37, -0.05)
H (-4.71, 0.46, 0.51)
H (-3.05, -1.43, 3.27)
H (-3.95, 0.04, 2.86)
H (-2.25, -0.13, 2.36)
H (-3.61, -6.04, 1.45)
H (-1.96, -6.56, 1.80)
H (-3.05, -7.63, 0.90)
H (-4.27, -5.49, -0.97)
H (-3.69, -7.08, -1.48)
H (-3.07, -5.61, -2.25)
H (-0.27, -6.82, -0.06)
H (-0.72, -6.43, -1.73)
H (-1.42, -7.84, -0.94)
H (1.09, -0.49, -5.85)
H (-0.13, 1.37, -6.02)
H (0.14, 3.06, -5.61)
H (-0.79, 2.02, -4.52)
H (2.43, 1.01, -6.23)
H (3.48, 1.48, -4.89)
H (2.65, 2.71, -5.85)
H (0.77, 3.03, -2.79)
H (1.84, 3.73, -3.99)
H (2.49, 2.61, -2.79)
O (-0.35, 2.14, 2.83)
S (-1.52, 2.92, 3.32)
C (-1.22, 3.21, 5.08)
C (0.07, 3.93, 5.46)
C (1.38, 3.31, 4.98)
C (1.63, 1.92, 5.54)
S (2.98, 0.99, 4.75)
O (2.57, 0.77, 3.33)
C (4.21, 2.28, 4.76)
C (4.54, 2.91, 3.57)
C (5.50, 3.91, 3.58)
C (6.13, 4.26, 4.77)
C (5.80, 3.61, 5.95)
C (4.84, 2.61, 5.95)
C (-1.28, 4.61, 2.76)
C (-2.24, 5.56, 3.06)
C (-2.06, 6.86, 2.62)
C (-0.94, 7.20, 1.87)
C (0.00, 6.22, 1.56)
C (-0.17, 4.92, 2.00)
H (-1.29, 2.21, 5.51)
H (-2.09, 3.77, 5.43)
H (0.08, 4.00, 6.56)
H (0.01, 4.96, 5.10)
H (2.19, 3.97, 5.30)
H (1.41, 3.27, 3.90)
H (0.77, 1.26, 5.38)
H (1.86, 1.93, 6.61)
H (4.04, 2.60, 2.66)
H (5.77, 4.41, 2.66)
H (6.88, 5.04, 4.77)
H (6.30, 3.88, 6.87)
H (4.60, 2.09, 6.87)
H (-3.13, 5.29, 3.63)
H (-2.80, 7.62, 2.86)
H (-0.80, 8.21, 1.53)
H (0.86, 6.48, 0.96)
H (0.54, 4.14, 1.75)
O (-0.26, 2.20, -0.68)
N (-0.18, 1.32, -1.45)

Output
E (Ha): -5940.06126
Gap between HOMO and LUMO (eV): 6.07
Molecular weight (g mol⁻¹): 863.1
Highest occupied orbital energy (eV): -6.01
Energy above the lowest of the compared OMol25 structures with the same formula, charge and spin (eV): 0.230

Mulliken population analysis, charges in e, atoms 1 to 5: number 1, K, carries 1.1113; number 2, C, carries -2.2174; number 3, C, carries 1.9619; number 4, C, carries -1.7192; number 5, C, carries -1.6188